A 10-piece molecular cluster, C6H33N2O9 overall at a distorted geometry. Source: the OMol25 dataset; level of theory: ωB97M-V with the def2-TZVPD basis set.

Energy above the lowest of the compared OMol25 structures with the same formula, charge and spin   555.1 kJ/mol
2S+1   1
Net charge   +1
Calculated total energy   -28155.8084 eV

Last columns: bonded neighbours and bond lengths (Å).
Atoms and positions in Å:
1 C -2.472 2.747 0.924  C2 1.501, H9 1.133, H10 1.050, H11 1.088
2 C -1.692 1.489 0.670  C1 1.501, C3 1.559, N8 1.518, H12 1.167
3 C -1.704 0.531 1.900  C2 1.559, C4 1.467, H13 1.152, H14 1.122
4 C -0.492 -0.263 2.128  C3 1.467, C5 1.428, H15 1.096
5 C -0.336 -1.572 1.581  C4 1.428, N6 1.397, H16 1.094
6 N 1.017 -1.913 1.661  C5 1.397, C7 1.456, H17 0.954
7 C 1.417 -3.310 1.754  N6 1.456, H18 1.076, H19 1.082, H20 1.105
8 N -0.274 1.829 0.251  C2 1.518, H21 1.006, H22 1.093, H23 1.033
9 H -3.566 2.457 0.972  C1 1.133
10 H -2.183 3.439 0.189  C1 1.050
11 H -2.271 3.121 1.926  C1 1.088
12 H -2.066 0.795 -0.190  C2 1.167
13 H -2.645 -0.128 1.990  C3 1.152
14 H -1.708 1.263 2.750  C3 1.122
15 H 0.115 -0.018 3.008  C4 1.096
16 H -1.151 -2.117 1.095  C5 1.094
17 H 1.658 -1.375 2.117  N6 0.954
18 H 0.931 -3.688 2.636  C7 1.076
19 H 1.276 -3.743 0.772  C7 1.082
20 H 2.511 -3.468 1.726  C7 1.105
21 H 0.436 1.541 0.904  N8 1.006
22 H -0.085 2.891 0.077  N8 1.093
23 H -0.082 1.378 -0.659  N8 1.033
24 H -0.048 -2.397 -3.591  O26 0.948
25 H -0.858 -2.216 -2.304  O26 0.871
26 O -0.458 -1.815 -2.966  H24 0.948, H25 0.871
27 H 1.364 1.770 -3.577  O29 0.941
28 H 2.580 2.445 -3.991  O29 1.005
29 O 1.888 2.486 -3.263  H27 0.941, H28 1.005
30 H 2.902 0.446 -0.860  O32 1.017
31 H 2.367 1.630 -1.698  O32 0.993
32 O 2.037 0.940 -1.065  H30 1.017, H31 0.993
33 H -3.121 -4.230 1.266  O35 0.983
34 H -2.513 -3.065 2.168  O35 0.988
35 O -2.784 -3.307 1.249  H33 0.983, H34 0.988
36 H 1.470 2.922 -1.194  O38 1.000
37 H 0.644 4.107 -1.748  O38 0.971
38 O 0.810 3.622 -0.923  H36 1.000, H37 0.971
39 H 0.130 0.948 -2.395  O41 0.940
40 H -0.614 -0.258 -2.450  O41 0.927
41 O -0.661 0.577 -2.050  H39 0.940, H40 0.927
42 H 1.914 -0.538 -2.344  O44 1.008
43 H 1.334 -0.390 -3.849  O44 0.957
44 O 1.963 -0.039 -3.218  H42 1.008, H43 0.957
45 H 2.989 1.062 4.183  O47 0.912
46 H 2.721 1.532 2.840  O47 0.883
47 O 2.331 1.295 3.596  H45 0.912, H46 0.883
48 H -2.341 -3.041 -1.019  O50 0.894
49 H -1.228 -3.320 -0.049  O50 0.951
50 O -1.451 -3.048 -0.933  H48 0.894, H49 0.951